1.
Density functional theory data (ωB97M-V/def2-TZVPD) for a molecular structure, C33H35CoN4O6PS3 at a distorted geometry.

Last column: Mulliken spin population.
Element x y z (Å)
Co: -1.042969 0.624460 -0.814848  0.9625
O: -1.616528 1.890210 3.305538  -0.0004
C: -2.520539 0.946164 3.644007  -0.0009
C: -2.958991 0.916590 4.966999  0.0001
C: -3.879367 -0.029440 5.376857  -0.0001
C: -4.374078 -0.975110 4.475295  0.0003
C: -3.938035 -0.951041 3.165171  0.0001
C: -3.015014 0.001559 2.728928  0.0013
C: -2.518733 -0.030039 1.333673  0.0039
O: -1.681258 0.898207 0.965319  -0.0344
N: -2.890783 -1.006911 0.559667  0.0051
N: -2.267596 -0.942443 -0.710103  0.0022
C: -2.619877 -1.955531 -1.427519  0.0151
S: -3.735866 -3.074147 -0.648470  0.0032
C: -4.217001 -3.887663 -2.190572  -0.0001
C: -2.995852 -3.963974 -3.075629  0.0000
S: -2.148638 -2.368266 -3.068682  0.0022
H: -1.420713 1.763829 2.349321  0.0017
H: -2.558295 1.651402 5.657131  0.0000
H: -4.214692 -0.033064 6.407881  0.0000
H: -5.087181 -1.721917 4.802558  0.0000
H: -4.299819 -1.674055 2.441064  0.0000
H: -5.000227 -3.281518 -2.645270  0.0001
H: -4.613024 -4.870059 -1.932973  0.0001
H: -3.257334 -4.167015 -4.118490  0.0000
H: -2.286975 -4.715819 -2.726727  0.0001
O: 0.230145 -0.786733 -4.793464  -0.0009
S: 0.619281 -0.441649 -3.452253  0.0017
O: 1.685638 0.505114 -3.357644  -0.0007
O: -0.465488 0.246711 -2.460024  -0.0138
C: 1.166375 -1.920069 -2.629805  -0.0033
C: 1.523304 -2.984869 -3.448060  -0.0003
C: 1.973032 -4.161775 -2.881102  0.0007
C: 2.090116 -4.272058 -1.508237  -0.0001
C: 1.776880 -3.204388 -0.683921  0.0022
C: 1.320779 -1.994444 -1.211841  0.0009
P: 0.944507 -0.543294 -0.126901  -0.0148
C: 0.529786 -1.371663 1.464201  0.0121
C: -0.263724 -2.517915 1.496798  0.0055
C: -0.655595 -3.075986 2.709109  -0.0027
C: -0.278664 -2.482600 3.905033  0.0043
C: 0.477206 -1.317819 3.885909  -0.0026
C: 0.866405 -0.759142 2.675055  0.0071
C: 2.599279 0.149075 0.297271  0.0194
C: 3.499874 -0.561825 1.096827  -0.0077
C: 4.728066 -0.008904 1.434263  0.0004
C: 5.072025 1.258521 0.972211  0.0001
C: 4.197943 1.954438 0.149481  0.0001
C: 2.967334 1.398577 -0.188862  0.0333
H: 1.397028 -2.882061 -4.521701  -0.0002
H: 2.215302 -5.006771 -3.515584  0.0000
H: 2.442497 -5.198993 -1.067233  -0.0001
H: 1.912412 -3.308002 0.383020  0.0007
H: -0.585574 -2.983916 0.572797  0.0005
H: -1.270896 -3.969150 2.712313  -0.0001
H: -0.591212 -2.914621 4.850873  0.0004
H: 0.756571 -0.834498 4.815167  -0.0001
H: 1.436692 0.161899 2.671948  0.0006
H: 3.238826 -1.548968 1.460156  0.0009
H: 5.417586 -0.566668 2.058148  0.0001
H: 6.025686 1.696953 1.249119  0.0001
H: 4.474704 2.932124 -0.234760  0.0000
H: 2.303132 1.922262 -0.867267  -0.0019
C: 1.449528 5.535116 -0.743836  0.0001
N: 0.922307 4.203450 -0.465438  0.0027
C: 0.782126 3.824142 0.946119  -0.0005
C: 0.273657 3.439635 -1.375676  -0.0060
O: -0.490616 2.565550 -0.944140  -0.0007
N: 0.417406 3.762564 -2.700018  0.0008
C: 1.755856 3.901042 -3.293525  0.0005
C: -0.564027 3.209928 -3.641250  -0.0041
H: 1.069012 6.232537 0.001033  0.0001
H: 1.123356 5.871880 -1.723090  0.0000
H: 2.540442 5.553565 -0.699902  0.0002
H: 1.387077 4.500976 1.546661  0.0000
H: 1.129878 2.806724 1.107239  0.0012
H: -0.259783 3.881155 1.266621  0.0006
H: 2.465937 4.307385 -2.577747  0.0000
H: 1.694235 4.565289 -4.155278  0.0001
H: 2.129282 2.932905 -3.624817  -0.0001
H: -1.534332 3.142918 -3.162576  0.0015
H: -0.285409 2.222797 -4.000046  0.0005
H: -0.623803 3.889141 -4.491498  -0.0002

Forces on the atoms, in the same order (eV/Å):
Co 0.07 -0.36 1.64
O -0.04 0.01 0.16
C 0.07 0.00 -0.13
C -0.06 0.00 0.13
C 0.04 -0.04 -0.11
C 0.02 0.05 0.08
C -0.03 -0.04 0.00
C 0.11 0.02 -0.07
C 0.21 -0.13 -0.10
O -0.21 0.17 -0.32
N 0.22 0.27 -0.13
N 0.03 -0.08 0.22
C -0.31 0.05 0.45
S -0.21 -0.23 -0.07
C 0.13 0.16 0.12
C 0.12 -0.27 -0.24
S -0.13 0.71 0.33
H -0.04 -0.03 0.00
H -0.04 -0.05 -0.07
H 0.02 -0.02 -0.04
H 0.02 0.05 -0.03
H 0.04 0.07 0.09
H -0.02 -0.12 -0.11
H 0.03 0.00 -0.11
H 0.06 -0.02 0.13
H -0.12 -0.09 0.01
O -0.89 -0.02 0.82
S -1.56 2.41 2.91
O 1.58 0.47 -0.22
O 1.42 -2.72 -5.78
C 0.08 -0.21 0.97
C -0.36 0.29 -0.03
C 0.06 -0.26 -0.12
C 0.11 -0.22 0.10
C 0.15 0.40 -0.17
C -0.14 0.15 -1.01
P 0.18 -0.40 0.84
C -0.11 0.11 0.01
C -0.05 -0.03 0.13
C -0.02 0.06 -0.10
C -0.03 -0.02 0.05
C -0.03 0.07 -0.08
C -0.09 -0.08 0.00
C 0.03 -0.26 -0.20
C 0.17 0.13 -0.10
C -0.11 -0.03 -0.04
C -0.03 0.01 -0.01
C -0.02 0.02 0.00
C 0.02 -0.04 -0.14
H 0.03 -0.04 0.17
H 0.04 0.07 0.02
H -0.04 0.08 -0.03
H -0.05 0.00 0.03
H -0.01 0.00 0.02
H 0.03 0.07 -0.01
H 0.04 0.05 -0.10
H -0.03 0.00 -0.06
H 0.00 -0.04 0.05
H 0.01 0.07 0.02
H -0.05 0.04 -0.03
H -0.09 -0.05 -0.05
H -0.04 -0.11 0.04
H 0.02 -0.03 0.07
C -0.13 -0.20 0.07
N 0.38 0.25 0.32
C -0.04 0.10 -0.26
C -0.04 0.46 0.04
O -0.35 -0.27 0.00
N 0.07 -0.38 -0.35
C -0.15 -0.01 0.21
C 0.22 0.11 0.14
H -0.04 0.02 0.05
H -0.02 -0.01 0.00
H 0.03 0.01 -0.02
H 0.01 -0.03 -0.04
H 0.01 -0.05 0.00
H 0.02 0.05 0.00
H -0.04 0.02 -0.05
H 0.01 0.08 0.04
H -0.07 -0.16 -0.04
H -0.07 0.02 0.05
H 0.07 -0.07 0.03
H -0.04 0.05 0.01

## Properties
2S+1 = 2
Molar mass = 769.77 g mol⁻¹
DFT total energy = -4867.71656 a.u.
LUMO level (spin up / spin down) = 0.443 / 0.445 eV
Relative energy (zero: lowest compared OMol25 entry of this formula, charge and spin) = 138.6 kJ/mol
Kohn-Sham gap (spin up / spin down) = 8.00 / 8.12 eV

---

2.
Density functional theory data (ωB97M-V/def2-TZVPD) for a molecular structure, C4H4N2O at a distorted geometry.

Last column: natural (NBO) charge in e.
Element x y z (Å)
C: -1.604342 1.033991 2.319472  0.0981
C: 1.114716 0.453726 -1.120569  0.7097
C: 1.233738 -0.672011 -0.057584  -0.3806
C: 0.138264 -1.176070 -0.587613  0.0459
N: -1.433723 0.673084 1.245314  -0.3099
N: 0.269485 -0.311425 -1.841155  -0.6724
O: 1.464835 1.572807 -1.129924  -0.5353
H: -1.689942 1.418796 3.233301  0.2098
H: 1.692271 -1.120085 0.808489  0.2276
H: -0.678427 -1.870632 -0.472656  0.2206
H: -0.506875 -0.002182 -2.397074  0.3865

Forces on the atoms, in the same order (eV/Å):
C 0.57 -1.17 -3.52
C 1.54 -0.84 2.11
C -0.49 -1.09 1.01
C 0.07 0.76 -2.66
N -0.32 0.04 0.32
N -2.11 -2.13 -0.37
O 0.50 1.77 -0.62
H -0.40 1.21 3.22
H 0.59 0.95 0.22
H 0.28 -0.17 0.25
H -0.23 0.67 0.05

## Properties
2S+1 = 1
Molar mass = 96.09 g mol⁻¹
DFT total energy = -339.45433 a.u.
LUMO level = 0.911 eV
Relative energy (zero: lowest compared OMol25 entry of this formula, charge and spin) = 334.3 kJ/mol
Kohn-Sham gap = 9.82 eV

---

3.
Density functional theory data (ωB97M-V/def2-TZVPD) for a molecular structure, C52H47InN7O3S4Si at a distorted geometry.

Last column: Löwdin charge in e.
Element x y z (Å)
In: 17.801482 -4.456044 15.676901  0.6099
C: 15.529267 -0.554461 16.507011  -0.0316
C: 16.679208 -1.304668 16.136035  -0.1615
N: 16.809085 -1.921703 15.004235  0.0448
C: 15.839832 -1.818602 14.101271  -0.1823
C: 14.601994 -1.192100 14.370468  -0.1203
C: 14.451251 -0.665296 15.688251  -0.0036
C: 13.478420 -1.222289 13.455698  -0.0255
C: 13.664164 -1.649721 12.184067  -0.0652
C: 14.937817 -2.100115 11.790115  -0.1295
C: 15.344667 -2.445870 10.479140  -0.0221
C: 16.592876 -2.864635 10.147016  -0.0523
C: 17.513305 -3.008771 11.166413  -0.1316
N: 17.226388 -2.784717 12.446442  0.1273
C: 16.043145 -2.275239 12.738302  -0.1747
H: 15.511832 -0.272804 17.520239  0.0859
H: 17.557054 -1.491484 16.874647  0.1272
H: 13.455203 -0.397220 16.033414  0.1207
H: 12.472657 -1.147242 13.828480  0.1113
H: 12.816096 -1.584981 11.559083  0.1060
H: 14.632513 -2.327420 9.736587  0.0921
H: 16.831713 -2.920809 9.062332  0.1205
H: 18.531946 -3.354569 10.970407  0.0877
C: 19.190723 -3.810256 19.184234  0.0142
H: 18.972784 -2.910672 19.665621  0.0597
H: 18.533903 -4.645888 19.143329  0.0578
C: 13.843685 -8.210222 19.110287  -0.2322
S: 14.874976 -7.550910 20.530810  0.8195
C: 16.309763 -7.315400 19.439157  -0.2333
O: 15.171698 -8.683502 21.436083  -0.5661
H: 14.131087 -9.237169 18.921768  0.0389
H: 13.890444 -7.506568 18.257252  0.0364
H: 12.801037 -8.268783 19.387281  0.0324
H: 16.436127 -8.203115 18.801680  0.0385
H: 17.057162 -7.363336 20.185437  0.0213
H: 16.261382 -6.347970 18.924813  0.0432
C: 19.497739 -8.022780 10.669358  -0.1193
C: 19.707386 -6.661736 10.903690  -0.0791
C: 18.894234 -5.911366 11.789244  -0.0772
C: 17.846820 -6.612394 12.408449  -0.3023
C: 17.660331 -7.944019 12.201637  -0.1232
C: 18.467803 -8.654439 11.303095  -0.0928
Si: 16.504043 -5.791002 13.508012  0.6250
C: 15.806819 -7.351610 14.396794  -0.3676
C: 14.575617 -7.889325 14.148532  -0.1236
C: 14.116609 -8.969815 14.909488  -0.0939
C: 14.797103 -9.520014 15.987635  -0.0968
C: 16.114807 -9.009343 16.203035  -0.0865
C: 16.598756 -8.005667 15.353161  -0.1218
C: 14.886541 -5.386852 12.497867  -0.2795
C: 13.914154 -4.631357 13.079891  -0.1304
C: 12.604883 -4.433459 12.551313  -0.0714
C: 12.259290 -5.117898 11.401286  -0.1248
C: 13.180679 -5.927721 10.776738  -0.1133
C: 14.458649 -6.088219 11.318766  -0.0914
H: 20.019420 -8.456458 9.819719  0.0964
H: 20.449482 -6.225045 10.262572  0.0862
H: 19.139027 -4.896772 12.045305  0.0620
H: 16.676664 -8.357102 12.432537  0.0983
H: 18.068736 -9.574448 10.887165  0.0993
H: 14.005780 -7.570683 13.316713  0.0794
H: 13.097716 -9.286495 14.569349  0.1096
H: 14.440652 -10.294562 16.652370  0.0882
H: 16.729216 -9.410245 16.989840  0.0846
H: 17.618187 -7.611659 15.512402  0.0878
H: 14.118108 -4.232168 13.992711  0.0588
H: 11.805345 -3.875964 12.999875  0.0965
H: 11.223880 -5.132813 11.073922  0.0956
H: 12.767770 -6.642190 10.009859  0.1118
H: 15.252083 -6.594387 10.760169  0.1007
S: 23.517141 -4.471697 15.396710  0.9842
C: 22.427505 -4.473609 16.775948  -0.6233
C: 21.473783 -5.380828 17.032536  -0.1412
C: 20.566638 -5.311627 18.062575  -0.0805
N: 20.331284 -4.018721 18.612099  -0.1372
C: 21.380833 -3.118697 18.487528  -0.0671
C: 22.348617 -3.383163 17.630300  -0.1383
C: 22.472818 -3.608838 14.240595  -0.4773
C: 21.250532 -3.020593 14.501021  -0.0817
C: 20.494875 -2.439427 13.487973  -0.1810
N: 20.866711 -2.389621 12.253999  0.0536
C: 22.099011 -2.878122 11.984941  -0.1726
C: 22.881250 -3.479086 12.889325  -0.1217
H: 21.555844 -6.383385 16.532227  0.1366
H: 19.937078 -6.003412 18.499616  0.0867
H: 21.298831 -2.146103 18.901003  0.1192
H: 23.068511 -2.566233 17.603877  0.1194
H: 20.793272 -3.137460 15.442528  0.0472
H: 19.550367 -1.894052 13.764451  0.1138
H: 22.361894 -2.800008 10.927908  0.1043
H: 23.757189 -3.992592 12.468954  0.1067
N: 15.146893 -6.361813 24.367153  0.1007
C: 15.236380 -5.410091 23.350261  -0.3354
C: 14.117197 -4.716890 22.890236  -0.0535
C: 14.204674 -3.705061 21.938390  -0.0488
C: 15.483198 -3.449848 21.376605  -0.2751
C: 16.621774 -4.088700 21.857969  -0.0828
C: 16.531092 -4.977758 22.912372  -0.0271
S: 15.787143 -2.186257 20.125294  0.5506
O: 16.922147 -1.439045 20.617008  -0.3305
O: 14.471172 -1.532618 19.980191  -0.4110
N: 16.193071 -2.922027 18.774709  -0.1356
C: 15.303141 -3.704157 18.146859  -0.6682
S: 13.523414 -3.621052 18.396946  1.0115
C: 13.349084 -4.924566 17.209165  -0.4006
C: 14.534924 -5.302702 16.738892  -0.3135
N: 15.627581 -4.594336 17.176241  -0.0645
H: 14.360992 -6.967019 24.322617  0.0781
H: 16.013759 -6.866118 24.386345  0.0778
H: 13.147216 -5.022759 23.233704  0.1030
H: 13.408666 -3.067471 21.606494  0.0950
H: 17.616544 -3.870427 21.462801  0.0970
H: 17.398284 -5.459993 23.346893  0.1052
H: 12.394976 -5.369418 17.055852  0.0506
H: 14.553224 -6.142558 16.078480  0.0785

Forces on the atoms, in the same order (eV/Å):
In -0.20 0.15 -0.10
C 0.94 -1.81 -0.45
C 1.45 0.28 1.81
N 0.78 -0.58 -0.16
C -1.59 0.72 -1.37
C -0.36 -0.37 1.25
C -0.50 0.14 -0.57
C 1.14 -0.93 0.05
C 0.15 0.86 1.32
C 3.53 -0.86 -0.28
C -0.84 0.46 1.54
C 0.22 0.52 -1.17
C 0.83 -0.57 0.65
N 0.76 0.09 -1.18
C -2.11 0.46 0.09
H -0.42 0.76 1.00
H -1.74 0.58 -1.12
H 0.15 0.30 -0.11
H -0.19 0.79 0.21
H -0.54 -0.40 -1.07
H -1.34 0.17 -1.54
H 0.09 -0.39 1.05
H -0.36 0.26 -0.04
C 0.25 -0.63 -0.20
H -0.34 1.24 0.60
H -0.74 -0.08 0.12
C -0.26 0.76 0.65
S -1.04 0.29 -2.00
C -0.66 -0.59 0.20
O 0.21 -0.48 0.26
H 0.58 0.01 -0.29
H 0.38 -0.56 0.36
H -0.35 0.18 0.46
H -0.20 0.56 -0.01
H 1.34 0.38 0.58
H 0.01 -0.34 -0.01
C 0.16 1.02 -0.59
C -0.43 0.39 0.46
C 1.05 -2.13 -0.42
C -0.51 1.96 0.86
C -0.46 -1.32 -1.87
C -1.25 -0.27 -0.05
Si -0.42 0.14 0.50
C 1.22 0.22 -0.17
C 0.24 -1.30 0.94
C -2.00 -0.24 -0.50
C 1.66 1.05 -0.31
C -1.06 0.13 -1.21
C 0.30 0.34 1.16
C 0.04 -1.45 -1.67
C -2.37 0.06 -1.31
C 1.01 -1.15 -0.41
C -0.51 0.18 0.58
C 0.17 -1.92 -0.41
C 1.10 1.24 -0.26
H 0.07 -0.27 0.34
H 0.40 0.62 0.16
H -0.14 0.26 -0.11
H 0.60 -0.30 0.44
H 0.40 -0.38 0.44
H -0.74 0.44 -0.48
H 0.91 -0.25 0.80
H -0.34 -0.04 -0.26
H 0.20 -0.13 0.11
H -0.42 -0.35 0.03
H 0.54 1.49 2.59
H 0.20 0.40 0.66
H 0.10 0.24 -0.15
H 0.93 1.01 0.40
H -0.50 -0.43 0.16
S -0.80 0.14 -0.03
C 1.35 1.67 -0.32
C -1.21 -4.80 0.36
C 1.55 2.79 -0.88
N 0.00 -0.96 0.09
C -1.34 -0.35 0.52
C 2.29 1.70 -1.01
C 0.16 0.30 -1.25
C 0.34 -0.65 0.14
C -1.21 1.02 1.61
N 0.80 0.55 -1.64
C -1.94 0.66 -1.44
C 1.68 -1.52 0.76
H -0.29 1.01 0.32
H -1.03 -1.68 0.07
H -0.33 0.43 0.77
H 0.21 -0.29 -0.43
H -0.34 0.17 1.11
H 0.74 -1.00 -0.33
H 0.24 -0.18 0.30
H -0.03 0.36 0.65
N 0.77 0.67 -0.24
C 0.98 1.36 -0.02
C -0.17 0.01 -0.47
C 2.28 -0.12 -0.51
C -0.30 0.23 0.04
C 0.29 -0.16 0.48
C -1.59 -0.96 -0.09
S -1.95 -0.21 0.45
O -0.20 0.07 -0.54
O 1.33 -0.04 0.15
N 0.26 -0.51 -0.01
C -0.43 -0.27 -0.87
S 0.59 -0.83 -0.84
C -0.44 1.15 1.50
C -0.37 0.42 0.03
N 0.36 0.62 0.94
H -0.56 -0.46 -0.13
H 0.01 -0.55 0.28
H -0.36 0.00 0.32
H -0.50 -0.16 -0.03
H -0.42 0.16 0.02
H 0.13 0.06 -0.12
H -0.45 -0.26 -0.23
H 0.78 -0.20 -0.44

## Properties
2S+1 = 1
Molar mass = 1089.17 g mol⁻¹
DFT total energy = -4691.04193 a.u.
Net charge = -1
LUMO level = 2.116 eV
Relative energy (zero: lowest compared OMol25 entry of this formula, charge and spin) = 21.6 kJ/mol
Kohn-Sham gap = 6.03 eV